# 1
{
  "formula": "C4H11NO2",
  "method": "ωB97M-V with the def2-TZVPD basis set",
  "species": ["C", "C", "C", "C", "H", "H", "H", "H", "H", "H", "H", "H", "H", "H", "H", "N", "O", "O"],
  "xyz": [[0.111, 1.605, 1.316], [-0.260, 0.087, 1.724], [-1.060, -1.990, 0.823], [1.286, 0.503, -2.202], [0.252, 1.732, 0.181], [1.081, 1.886, 1.746], [-0.517, 2.455, 1.954], [-0.880, 0.025, -0.253], [-0.171, -2.532, 1.369], [-1.907, -2.362, 1.520], [-1.227, -2.444, -0.143], [-0.720, 0.454, -2.663], [1.821, 0.214, -1.290], [1.700, -0.230, -3.002], [1.392, 1.511, -2.536], [-0.681, -0.640, 0.608], [-0.175, -0.370, 2.824], [-0.044, 0.094, -1.976]],
  "nbo_charge": [-0.750, 0.690, -0.425, -0.251, 0.215, 0.233, 0.243, 0.444, 0.206, 0.199, 0.204, 0.481, 0.198, 0.165, 0.178, -0.669, -0.612, -0.748],
  "smiles": "CNC(C)=O.CO",
  "energy_ev": -9909.8376,
  "homo_ev": -9.07,
  "orbital_gap_ev": 9.497
}

# 2
{
  "formula": "C7H12O3S",
  "method": "ωB97M-V with the def2-TZVPD basis set",
  "species": ["C", "C", "C", "C", "C", "C", "C", "O", "O", "O", "S", "H", "H", "H", "H", "H", "H", "H", "H", "H", "H", "H", "H"],
  "xyz": [[2.076, 0.037, 0.463], [1.875, 1.464, 0.123], [1.286, -1.044, 1.221], [1.313, -1.100, -0.313], [-0.508, 1.770, 0.268], [-1.600, 2.613, -0.324], [-1.419, -1.795, -1.105], [0.458, -1.157, -2.787], [0.700, 2.073, 0.012], [1.996, -1.969, 2.063], [-0.035, -0.596, -1.502], [3.127, -0.188, 0.745], [2.770, 2.042, -0.184], [0.249, -0.817, 1.488], [1.951, -1.860, -0.722], [-0.930, 0.989, 0.942], [-2.189, 2.981, 0.534], [-2.250, 2.159, -1.073], [-1.066, 3.387, -0.818], [-1.819, -2.068, -1.980], [-2.178, -1.301, -0.607], [-1.045, -2.661, -0.534], [2.910, -1.882, 1.716]],
  "nbo_charge": [-0.325, 0.019, 0.092, -0.478, 0.103, -0.674, -0.778, -0.974, -0.366, -0.675, 1.245, 0.226, 0.197, 0.193, 0.246, 0.152, 0.216, 0.217, 0.223, 0.233, 0.211, 0.232, 0.464],
  "energy_ev": -24424.4041,
  "homo_ev": [-7.03, -7.16],
  "orbital_gap_ev": [7.560, 7.791]
}

# 3
{
  "formula": "CH3NO2",
  "method": "ωB97M-V with the def2-TZVPD basis set",
  "species": ["C", "N", "O", "O", "H", "H", "H"],
  "xyz": [[-0.155, -0.073, 0.462], [-1.149, -0.496, -0.364], [-1.154, 0.814, 0.180], [1.464, 0.088, -0.344], [-0.051, -0.557, 1.312], [-0.926, -0.498, -1.451], [1.972, 0.722, 0.204]],
  "nbo_charge": [0.499, -0.345, -0.336, -0.808, 0.161, 0.365, 0.464],
  "energy_ev": -6665.8751,
  "homo_ev": -10.43,
  "orbital_gap_ev": 11.290
}

# 4
{
  "formula": "C5H11NO",
  "method": "ωB97M-V with the def2-TZVPD basis set",
  "species": ["C", "C", "C", "C", "N", "C", "O", "H", "H", "H", "H", "H", "H", "H", "H", "H", "H", "H"],
  "xyz": [[1.517, -1.316, -0.987], [0.898, 0.116, 1.197], [-0.354, 0.475, 0.937], [-1.544, -0.395, 1.227], [-0.598, 1.651, 0.144], [-0.811, 1.587, -1.201], [-0.758, 0.573, -1.868], [1.026, -2.259, -1.208], [1.790, -0.770, -1.887], [2.402, -1.490, -0.360], [1.125, -0.847, 1.650], [1.753, 0.676, 0.827], [0.758, -0.707, -0.507], [-1.242, -1.287, 1.784], [-2.294, 0.146, 1.813], [-2.021, -0.723, 0.293], [-0.692, 2.546, 0.597], [-1.044, 2.574, -1.644]],
  "nbo_charge": [-0.862, -0.359, 0.130, -0.653, -0.654, 0.532, -0.606, 0.211, 0.218, 0.192, 0.211, 0.215, 0.238, 0.220, 0.217, 0.236, 0.402, 0.112],
  "smiles": "C=C(C)NC=O.C",
  "energy_ev": -8899.8457,
  "homo_ev": -9.28,
  "orbital_gap_ev": 10.098
}

# 5
{
  "formula": "C3H3IO",
  "method": "ωB97M-V with the def2-TZVPD basis set",
  "species": ["C", "C", "C", "O", "I", "H", "H", "H"],
  "xyz": [[-0.556, -1.960, -0.907], [-0.155, 0.104, 0.801], [-0.332, -1.019, -0.143], [0.311, 1.159, 0.444], [2.523, 3.673, -0.233], [2.116, 2.413, 0.626], [-0.621, -2.849, -1.559], [-0.285, -0.139, 1.888]],
  "nbo_charge": [-0.142, 0.373, -0.144, -0.491, -0.117, 0.114, 0.258, 0.149],
  "smiles": "C#CC=O.I",
  "energy_ev": -13304.7290,
  "homo_ev": -9.57,
  "orbital_gap_ev": 9.158
}

# 6
{
  "formula": "C29H44BrN3P2Tc",
  "method": "ωB97M-V with the def2-TZVPD basis set",
  "species": ["C", "C", "C", "C", "N", "C", "C", "C", "C", "C", "C", "C", "C", "C", "Tc", "P", "H", "H", "H", "H", "H", "H", "H", "H", "C", "C", "H", "H", "H", "H", "H", "C", "C", "H", "H", "H", "H", "H", "C", "C", "H", "H", "H", "H", "H", "Br", "P", "C", "C", "H", "H", "H", "H", "H", "C", "C", "H", "H", "H", "H", "H", "C", "C", "H", "H", "H", "H", "H", "C", "C", "N", "C", "C", "N", "H", "H", "H", "H", "H", "H"],
  "xyz": [[1.967, -6.928, 0.681], [2.819, -5.832, 0.366], [4.196, -6.082, 0.196], [4.694, -7.356, 0.511], [3.887, -8.347, 0.846], [2.580, -8.172, 0.939], [2.419, -4.411, 0.240], [3.088, -3.301, 0.634], [3.134, -1.992, 1.162], [2.654, -1.053, 0.167], [2.107, 0.185, 0.725], [2.278, 0.585, 2.046], [2.931, -0.318, 2.911], [3.379, -1.564, 2.482], [1.524, -2.803, -0.365], [0.446, -1.104, -2.444], [4.838, -5.301, -0.178], [0.881, -6.859, 0.722], [5.762, -7.535, 0.437], [1.991, -9.038, 1.239], [3.841, -2.260, 3.166], [3.316, -0.916, -0.704], [3.108, -0.006, 3.925], [1.761, 0.891, -0.008], [-0.162, 0.641, -2.162], [0.227, 1.747, -3.166], [0.214, 0.917, -1.163], [-1.268, 0.615, -2.100], [-0.233, 2.698, -2.840], [1.318, 1.907, -3.223], [-0.135, 1.552, -4.191], [1.700, -0.994, -3.768], [2.251, -2.376, -4.112], [2.469, -0.313, -3.376], [1.237, -0.480, -4.621], [3.190, -2.222, -4.658], [2.443, -2.958, -3.190], [1.544, -2.917, -4.760], [-1.027, -1.805, -3.339], [-1.418, -1.151, -4.660], [-1.887, -1.771, -2.655], [-0.800, -2.868, -3.499], [-2.261, -1.701, -5.094], [-1.751, -0.116, -4.537], [-0.616, -1.166, -5.403], [1.535, 2.144, 2.632], [5.459, 1.358, -0.256], [4.168, 1.507, -1.519], [4.510, 2.583, -2.568], [3.235, 1.761, -0.992], [4.101, 0.518, -2.002], [3.991, 2.364, -3.504], [4.169, 3.582, -2.275], [5.582, 2.645, -2.783], [4.912, 2.294, 1.229], [6.044, 2.904, 2.068], [4.285, 1.649, 1.855], [4.252, 3.104, 0.885], [5.637, 3.466, 2.924], [6.710, 2.125, 2.459], [6.654, 3.580, 1.458], [5.992, -0.262, 0.315], [7.521, -0.384, 0.201], [5.497, -1.006, -0.315], [5.654, -0.419, 1.342], [7.854, -1.353, 0.571], [7.851, -0.297, -0.838], [8.035, 0.384, 0.787], [-1.711, -1.021, 0.171], [-0.807, -1.563, 1.199], [0.142, -2.544, 1.146], [0.446, -2.829, 2.518], [-0.213, -1.939, 3.303], [-0.963, -1.151, 2.456], [-2.755, -1.177, 0.489], [-1.550, 0.067, 0.094], [-1.562, -1.501, -0.796], [1.077, -3.651, 2.816], [-0.188, -1.788, 4.374], [-1.594, -0.398, 2.715]],
  "lowdin_spin": [0.059, -0.013, 0.060, 0.079, 0.723, 0.077, 0.027, 0.049, 0.004, 0.006, -0.006, -0.001, -0.011, 0.004, 0.854, 0.007, 0.006, 0.006, 0.016, 0.017, 0.000, 0.001, 0.000, 0.000, 0.004, 0.001, 0.000, 0.000, 0.000, 0.000, 0.000, -0.002, 0.006, 0.000, -0.001, 0.000, 0.004, 0.000, 0.000, 0.000, 0.000, 0.000, 0.000, 0.000, 0.000, 0.003, 0.601, 0.096, 0.022, 0.014, 0.002, 0.000, 0.000, 0.005, 0.078, 0.011, 0.017, 0.000, 0.000, 0.000, 0.002, 0.092, 0.026, 0.005, 0.011, 0.001, 0.002, 0.002, 0.004, 0.007, 0.015, 0.003, 0.001, 0.000, 0.000, 0.000, 0.002, 0.000, 0.000, 0.000],
  "spin_multiplicity": 4,
  "energy_ev": -126029.5199,
  "homo_ev": [-19.58, -19.52],
  "orbital_gap_ev": [6.603, 4.894],
  "total_charge": 4
}

Summary of ΔE to the lowest compared entry with this formula, charge and spin in eV
2.404, 6.553, 5.789, 1.852, 1.421, 1.599
(order as listed above)